(1)
C3H4O3 | ωB97M-V/def2-TZVPD

Element x y z (Å)
O  -1.29214  0.90671  2.17532
C  -0.82186  0.53241  1.21214
O  -0.93516  -2.30461  1.16228
C  -0.43609  -2.37456  0.06836
C  0.97171  2.00886  -0.93093
O  0.53747  2.69107  -0.03849
H  -0.18495  -3.34647  -0.39779
H  -0.20187  -1.46836  -0.52397
H  0.83496  0.90967  -0.94435
H  1.52791  2.44529  -1.78257

The net charge is 0. Its relative energy (zero: lowest compared OMol25 entry of this formula, charge and spin) is 2.636 eV. For the HOMO-LUMO gap, the calculation gives 10.97 eV. The HOMO energy comes out at -10.4 eV.

---

(2)
CH2N2O3 | ωB97M-V/def2-TZVPD

Element x y z (Å)
C  -0.60036  0.39780  0.01231
N  -0.56714  -1.27296  0.90993
N  0.65311  0.46828  -0.50601
O  0.47949  -1.66217  1.17097
O  1.55002  0.95858  0.14757
O  0.85114  -0.09723  -1.57491
H  -1.10837  1.06878  0.71688
H  -1.25789  0.13891  -0.87673

The net charge is 0. Its relative energy (zero: lowest compared OMol25 entry of this formula, charge and spin) is 4.524 eV. For the HOMO-LUMO gap (alpha / beta), the calculation gives 8.90 / 8.90 eV. The HOMO energy (alpha / beta) comes out at -10.0 / -10.0 eV.

---

(3)
C31H27BaF9O2PS | ωB97M-V/def2-TZVPD

Element x y z (Å)
Ba  -0.08585  0.07953  0.29370
C  -1.29570  -4.39541  2.92263
C  -0.26252  -4.44493  2.00001
C  -0.46501  -4.01572  0.69947
C  -1.71166  -3.53724  0.30751
C  -2.75293  -3.52052  1.23163
C  -2.54478  -3.94328  2.53099
P  -2.07362  -2.86528  -1.36431
C  -2.68905  -4.41328  -2.15328
C  -2.38007  -5.69542  -1.71052
C  -2.81112  -6.80041  -2.42287
C  -3.56576  -6.64106  -3.57479
C  -3.88738  -5.36751  -4.01641
C  -3.45345  -4.26331  -3.30686
C  -0.38756  -2.82385  -2.07077
C  0.05016  -3.67983  -3.07553
C  1.35008  -3.58770  -3.54058
C  2.20789  -2.67084  -2.96216
C  1.74103  -1.81628  -1.97444
C  0.42851  -1.82596  -1.51424
H  -1.12745  -4.71714  3.94268
H  0.70794  -4.82188  2.29650
H  0.34530  -4.05723  -0.01692
H  -3.72257  -3.15289  0.92770
H  -3.35544  -3.90374  3.24414
H  -1.79847  -5.81815  -0.80651
H  -2.54883  -7.79364  -2.08257
H  -3.90070  -7.50787  -4.12698
H  -4.47529  -5.23820  -4.91574
H  -3.70168  -3.26071  -3.63248
H  -0.61393  -4.41446  -3.51348
H  1.68860  -4.23546  -4.34007
H  3.24246  -2.61422  -3.27599
H  2.43796  -1.11345  -1.54982
F  -3.60765  -0.70194  0.46077
C  -2.72271  -0.04775  1.31260
F  -3.29690  1.22145  1.37474
F  -3.07822  -0.57657  2.55098
C  -1.57907  3.62713  -0.65866
C  -0.14594  3.36111  -0.16101
O  0.24507  2.10242  -0.27086
C  0.81752  4.26502  -0.98222
F  2.07884  4.29738  -0.50621
F  0.43968  5.55548  -1.08757
F  0.92306  3.80672  -2.23896
C  -0.04866  3.82005  1.31809
F  1.17537  3.61222  1.84421
F  -0.90007  3.15558  2.10048
F  -0.30276  5.13263  1.51183
H  -1.62561  3.33160  -1.70420
H  -1.86579  4.66874  -0.54681
H  -2.24785  2.99213  -0.08650
C  6.42291  -1.45251  -3.73385
C  5.58855  -0.71527  -2.73061
C  5.66104  -1.01224  -1.37568
C  4.84496  -0.36002  -0.46636
C  3.94800  0.59507  -0.90745
C  3.87511  0.90494  -2.25634
C  4.69535  0.25962  -3.16047
S  2.70254  1.37235  0.16889
C  3.96562  2.22970  1.20076
O  2.21985  0.27737  1.02910
H  6.84750  -2.35164  -3.29573
H  7.23651  -0.82402  -4.09389
H  5.81813  -1.73092  -4.59480
H  6.35025  -1.77041  -1.03082
H  4.87641  -0.61172  0.58339
H  3.13976  1.62077  -2.58999
H  4.62350  0.48190  -4.21543
H  4.64707  1.51093  1.63968
H  3.42788  2.76413  1.97374
H  4.48330  2.92971  0.55602

The net charge is -1. For the HOMO-LUMO gap, the calculation gives 6.40 eV. The HOMO energy comes out at -4.3 eV.

---

(4)
CHN3S | ωB97M-V/def2-TZVPD

Element x y z (Å)
N  -1.53979  1.33660  1.10404
C  -1.39236  0.37447  0.48915
S  -0.79733  -0.83793  -0.51477
H  0.22415  -0.04439  -0.97716
N  -1.97037  3.63756  -0.36112
N  -1.21046  3.33348  -1.07635

The net charge is 0. Its SMILES is N#CS.N#N. Its relative energy (zero: lowest compared OMol25 entry of this formula, charge and spin) is 0.059 eV. For the HOMO-LUMO gap, the calculation gives 10.70 eV. The HOMO energy comes out at -10.5 eV.

---

| no. | DFT total energy (eV) |
| --- | --- |
| 1 | -9316.0648 |
| 2 | -10185.5720 |
| 3 | -81956.6076 |
| 4 | -16358.6431 |